Formula: C37H67BCl30F4N3O6
Source: OMol25
Level of theory: the ωB97M-V functional and the def2-TZVPD basis

Positions of all 148 atoms, in Å:
C1 0.0271 1.5185 0.7831
C2 0.6758 0.5038 0.6369
C3 1.5897 -0.5845 -0.0350
C4 0.7649 -1.8878 0.4787
C5 -0.7956 -1.8001 0.4440
C6 -1.4819 -1.6437 1.8899
C7 -1.1132 -2.8420 2.8603
C8 -0.4736 -2.1951 4.1787
O1 0.9513 -2.0180 4.0585
C9 1.3993 -0.8552 4.7723
C10 1.6491 -0.4497 -1.6157
C11 0.2599 -0.3075 -2.3750
O2 -0.3966 0.9532 -2.2267
C12 0.2034 1.9897 -3.0351
O3 0.3323 3.1597 -2.2389
C13 -0.9023 3.8768 -2.1055
C14 -0.5142 5.3094 -1.5113
O4 0.1503 5.1490 -0.2257
N1 2.4405 -1.4740 -2.3261
O5 1.8771 -2.7288 -2.3578
C15 1.4811 -3.1110 -3.6065
N2 1.2100 -3.2849 -4.7087
C16 3.8543 -1.4967 -1.8119
C17 4.7694 -2.5236 -2.5649
F1 4.4405 -2.4437 -3.9240
F2 4.5585 -3.8415 -2.2159
F3 6.1131 -2.1803 -2.5456
C18 3.7347 -1.7248 -0.2463
B1 5.1398 -2.1612 0.4986
C19 5.2265 -3.4367 1.5046
O6 6.3383 -1.4462 0.3053
N3 3.0013 -0.5992 0.4698
C20 3.8904 0.5799 0.4883
C21 3.4250 2.0735 0.5810
C22 2.8926 2.5414 2.0243
F4 2.6402 2.5617 -0.4850
H1 -0.8198 2.1796 1.0807
H2 1.0696 -1.9845 1.5768
H3 1.0872 -2.8404 -0.0135
H4 -1.1713 -2.8195 0.0970
H5 -1.2780 -1.0698 -0.2526
H6 -2.5941 -1.7254 1.6790
H7 -1.2817 -0.6198 2.3028
H8 -2.0173 -3.4321 3.1999
H9 -0.3319 -3.5419 2.4256
H10 -0.9540 -1.1729 4.3292
H11 -0.7310 -2.7920 5.0976
H12 2.4842 -0.6647 4.5164
H13 0.8055 0.0790 4.5332
H14 1.3687 -1.0771 5.8794
H15 2.1959 0.5295 -1.8234
H16 0.5258 -0.3821 -3.4834
H17 -0.4269 -1.1940 -2.2093
H18 1.2034 1.6655 -3.4305
H19 -0.5453 2.2408 -3.8546
H20 -1.6210 3.4271 -1.3540
H21 -1.4546 4.0331 -3.0771
H22 -1.4184 5.9731 -1.3812
H23 0.2407 5.7627 -2.2404
H24 -0.5293 4.8302 0.4047
H25 4.2495 -0.4733 -2.1040
H26 3.1791 -2.7127 -0.1554
H27 5.3386 -3.1183 2.5805
H28 4.3152 -4.0951 1.3988
H29 6.1172 -4.0742 1.2400
H30 7.0683 -2.0439 0.5639
H31 2.9279 -0.9657 1.4404
H32 4.5039 0.5063 1.4496
H33 4.7047 0.6133 -0.3039
H34 4.3901 2.6760 0.4993
H35 3.6680 3.1752 2.5520
H36 2.7198 1.6029 2.6212
H37 1.9830 3.1933 1.9363
C23 2.1387 6.5285 -5.1995
Cl1 0.5425 5.9469 -4.7031
Cl2 3.0601 7.1276 -3.8121
H38 2.6853 5.7098 -5.6600
H39 2.0127 7.3357 -5.9158
C24 1.0777 -4.5211 -7.7702
Cl3 2.6127 -4.6656 -8.6350
Cl4 -0.2391 -4.0899 -8.8700
H40 0.8467 -5.4735 -7.2996
H41 1.1711 -3.7481 -7.0119
C25 -3.3033 -4.4524 6.8183
Cl5 -3.1728 -2.7958 6.2153
Cl6 -2.6742 -5.6116 5.6392
H42 -2.7303 -4.5387 7.7383
H43 -4.3498 -4.6760 7.0119
C26 -4.4275 -8.6445 4.2555
Cl7 -3.3654 -10.0508 4.3969
Cl8 -5.8564 -8.8146 5.2794
H44 -3.8793 -7.7577 4.5614
H45 -4.7450 -8.5443 3.2205
C27 2.0535 6.2989 2.1831
Cl9 3.3410 5.8538 1.0569
Cl10 1.9612 5.1599 3.5392
H46 2.2553 7.2933 2.5730
H47 1.1049 6.2950 1.6517
C28 -4.4272 1.9349 0.5539
Cl11 -3.5358 3.4214 0.2161
Cl12 -3.4541 0.5262 0.1298
H48 -4.6655 1.9014 1.6141
H49 -5.3433 1.9222 -0.0312
C29 2.0575 5.7860 -9.1866
Cl13 3.2496 4.7872 -8.3419
Cl14 1.6126 7.2049 -8.2311
H50 2.4819 6.1175 -10.1318
H51 1.1660 5.1913 -9.3697
C30 -7.0719 -5.6854 8.5228
Cl15 -6.9393 -4.0297 7.9126
Cl16 -6.4592 -6.8551 7.3461
H52 -6.4934 -5.7689 9.4399
H53 -8.1174 -5.9041 8.7250
C31 2.3230 10.5382 -10.8398
Cl17 3.3471 9.1094 -10.6436
Cl18 0.8415 10.4057 -9.8851
H54 2.8761 11.4147 -10.5121
H55 2.0578 10.6395 -11.8891
C32 -5.7199 -1.2521 10.0447
Cl19 -4.4759 -1.6335 8.8469
Cl20 -5.7611 -2.4600 11.3330
H56 -5.5049 -0.2790 10.4793
H57 -6.6889 -1.2304 9.5512
C33 -8.7801 -4.3914 13.1705
Cl21 -8.2533 -4.1496 11.4988
Cl22 -9.4145 -2.8962 13.8645
H58 -9.5606 -5.1479 13.1887
H59 -7.9305 -4.7226 13.7627
C34 5.9592 4.7933 -11.3751
Cl23 5.7600 4.1237 -12.9977
Cl24 5.1792 6.3737 -11.2319
H60 5.5103 4.1130 -10.6552
H61 7.0204 4.9045 -11.1670
C35 0.1841 9.2717 -2.6790
Cl25 -1.4098 8.6949 -2.1758
Cl26 1.1137 9.8733 -1.3021
H62 0.7270 8.4493 -3.1379
H63 0.0560 10.0775 -3.3976
C36 -3.6582 -2.1722 -8.7853
Cl27 -3.8630 -2.8328 -10.4111
Cl28 -4.4563 -0.6025 -8.6224
H64 -4.0915 -2.8639 -8.0673
H65 -2.5963 -2.0501 -8.5862
C37 -2.3368 -10.5473 7.9599
Cl29 -1.0924 -11.5128 8.7621
Cl30 -2.7705 -9.1297 8.9245
H66 -1.9592 -10.2154 6.9965
H67 -3.2227 -11.1611 7.8172

Forces on atoms 1 to 3 (eV/Å):
-1.255 -0.591 0.802
2.273 0.262 -1.787
-4.191 0.427 0.045

Lowest unoccupied orbital energy: -2.73 eV
Charge: +1
Calculated total energy: -443415.755 eV

=====

Formula: C44H70F18O27
Source: OMol25
Level of theory: the ωB97M-V functional and the def2-TZVPD basis

Positions of all 159 atoms, in Å:
C1 -21.6185 6.8791 21.0286
C2 -21.8332 6.6292 22.5280
O1 -22.7861 5.5786 22.7317
C3 -23.3398 5.3309 23.9102
O2 -23.2190 6.0139 24.8709
C4 -24.4428 4.2286 23.8992
F1 -25.6071 4.7117 23.4361
F2 -24.0680 3.1565 23.1235
F3 -24.7527 3.7269 25.0478
H1 -20.8453 6.2572 20.5774
H2 -21.6011 7.9421 20.7882
H3 -22.5151 6.6372 20.4579
H4 -22.1253 7.5594 23.0152
H5 -20.9778 6.3786 23.1555
C5 -27.0935 8.2730 19.7578
C6 -28.0796 9.3572 19.2055
O3 -29.0398 8.7864 18.3270
C7 -30.1925 8.1067 18.8301
O4 -30.3508 7.9773 20.0420
C8 -31.3457 7.8800 17.7382
F4 -32.5476 8.1291 18.2019
F5 -31.1212 8.6284 16.6520
F6 -31.3928 6.6208 17.3641
H6 -26.4864 7.9340 18.9184
H7 -27.5375 7.4287 20.2851
H8 -26.3999 8.7974 20.4150
H9 -27.4612 10.1264 18.7429
H10 -28.6093 9.7538 20.0717
C9 -20.1265 14.0546 16.1381
C10 -20.4107 12.8503 15.2670
O5 -19.9687 13.2455 13.8899
C11 -19.6789 12.4040 12.9158
O6 -19.8023 11.2166 13.0517
C12 -19.2990 13.0075 11.5691
F7 -18.6614 14.1298 11.6952
F8 -18.5773 12.1825 10.8574
F9 -20.4546 13.3015 10.9710
H11 -20.6333 14.9687 15.8287
H12 -19.0558 14.2587 16.1352
H13 -20.3692 13.7930 17.1680
H14 -21.4864 12.6781 15.2316
H15 -19.8968 11.9781 15.6710
C13 -12.2422 11.5384 16.2128
C14 -13.3236 10.6553 16.9358
O7 -14.5442 11.3635 16.7989
C15 -15.6320 11.0392 17.3627
O8 -15.7430 9.9876 18.0236
C16 -16.6290 12.2324 17.3984
F10 -16.4416 13.1935 16.5551
F11 -17.7794 11.7564 17.1839
F12 -16.6443 12.7490 18.6063
H16 -12.3616 11.4920 15.1304
H17 -11.2140 11.2111 16.3669
H18 -12.2870 12.5801 16.5305
H19 -13.1319 10.5834 18.0064
H20 -13.4210 9.6703 16.4792
C17 -19.1252 8.9946 16.4680
C18 -20.1414 7.9591 16.8636
O9 -21.4410 8.3003 16.2757
C19 -22.6083 8.4203 16.9872
O10 -22.8112 8.0961 18.1882
C20 -23.7607 9.0115 16.1258
F13 -23.5872 8.6408 14.8573
F14 -24.9750 8.5424 16.4999
F15 -23.7043 10.3394 16.1960
H21 -18.1309 8.7730 16.8560
H22 -19.5300 9.9473 16.8093
H23 -19.1512 9.1094 15.3844
H24 -20.2229 7.9537 17.9506
H25 -19.8699 6.9416 16.5825
C21 -26.5671 2.9664 15.2326
C22 -26.0814 4.3662 15.4419
O11 -27.0825 5.4017 15.1462
C23 -26.8214 6.1995 14.1206
O12 -25.9979 6.0444 13.2257
C24 -27.5968 7.5233 14.1737
F16 -28.3567 7.6462 13.0510
F17 -28.4787 7.5653 15.1646
F18 -26.7655 8.5588 14.3519
H26 -25.6878 2.3651 15.0014
H27 -27.2927 2.8190 14.4327
H28 -27.0914 2.6517 16.1349
H29 -25.1845 4.4288 14.8256
H30 -25.7869 4.4398 16.4888
C25 -24.0175 13.9016 15.7218
C26 -25.5423 13.9986 15.9729
O13 -26.2025 12.9070 15.3200
C27 -26.9660 13.0586 14.2245
O14 -27.3656 14.1055 13.7705
O15 -27.1180 11.8949 13.6847
C28 -28.0320 11.6679 12.6582
H31 -23.6261 12.8844 15.7070
H32 -23.5867 14.5403 16.4928
H33 -23.7686 14.3485 14.7592
H34 -25.8592 15.0326 15.8369
H35 -25.7959 13.8251 17.0187
H36 -28.0320 10.6006 12.4370
H37 -27.7447 12.2384 11.7750
H38 -29.0472 11.8993 12.9807
C29 -15.3225 7.2542 15.4266
C30 -14.3281 6.1639 15.9364
O16 -12.9973 6.7040 16.0148
C31 -11.9660 5.9162 16.4634
O17 -12.0743 4.7075 16.6909
O18 -10.9094 6.6166 16.5144
C32 -9.7703 6.1487 17.1848
H39 -14.9754 7.5710 14.4432
H40 -15.2408 8.1469 16.0467
H41 -16.3771 6.9906 15.5073
H42 -14.4445 5.2504 15.3532
H43 -14.7035 5.9020 16.9256
H44 -8.9752 6.8921 17.1270
H45 -9.2669 5.3398 16.6553
H46 -9.8991 5.7992 18.2092
C33 -18.2195 4.1326 18.4463
C34 -17.5222 4.7754 17.3119
O19 -17.2629 3.8006 16.2946
C35 -16.1249 3.1563 16.2126
O20 -15.0944 3.3394 16.8590
O21 -16.1853 2.2299 15.1808
C36 -15.0103 1.5777 14.8993
H47 -17.6294 3.3018 18.8330
H48 -19.2113 3.7456 18.2126
H49 -18.4140 4.8105 19.2775
H50 -16.5835 5.1454 17.7243
H51 -18.1307 5.5697 16.8794
H52 -15.2466 0.8231 14.1490
H53 -14.5630 1.1229 15.7832
H54 -14.2657 2.2397 14.4573
C37 -22.2252 4.7999 16.2477
C38 -22.4889 4.5942 17.8128
O22 -23.6956 3.8557 17.9599
C39 -24.2679 3.7265 19.2044
O23 -23.6806 4.0755 20.2730
O24 -25.4184 3.2186 18.9832
C40 -26.4912 3.3247 19.9681
H55 -22.8410 5.5344 15.7288
H56 -22.5632 3.9510 15.6532
H57 -21.2166 5.1700 16.0635
H58 -22.6969 5.4047 18.5114
H59 -21.7028 3.9759 18.2462
H60 -27.3826 3.8907 19.6975
H61 -26.1295 3.5195 20.9777
H62 -26.9462 2.3367 20.0381
C41 -18.6254 13.9522 21.2195
C42 -19.8479 14.7415 20.8688
O25 -20.6961 13.9407 20.0693
C43 -21.3853 12.9172 20.5127
O26 -21.2526 12.4839 21.6390
O27 -22.0157 12.2930 19.5086
C44 -22.4596 10.9864 19.6144
H63 -18.1989 13.3919 20.3875
H64 -18.8869 13.2487 22.0100
H65 -17.8629 14.5990 21.6536
H66 -19.5402 15.5379 20.1912
H67 -20.4505 15.0155 21.7348
H68 -23.0615 10.7591 20.4943
H69 -21.6772 10.2356 19.5034
H70 -22.9138 10.7764 18.6460

Forces on atoms 1 to 3 (eV/Å):
-0.912 -0.448 0.091
0.312 0.821 0.640
-0.798 -1.377 -0.521

Lowest unoccupied orbital energy: 0.27 eV
Charge: 0
Calculated total energy: -150957.835 eV
Structure (SMILES): CCOC(=O)C(F)(F)F.CCOC(=O)C(F)(F)F.CCOC(=O)C(F)(F)F.CCOC(=O)C(F)(F)F.CCOC(=O)C(F)(F)F.CCOC(=O)C(F)(F)F.CCOC(=O)OC.CCOC(=O)OC.CCOC(=O)OC.CCOC(=O)OC.CCOC(=O)OC